(1)
Formula: C4H10NO2
Source: the OMol25 dataset
Level of theory: wB97M-V/def2-TZVPD

XYZ file:
```
17
Properties=species:S:1:pos:R:3:forces:R:3
O 0.41339 0.89237 -1.39154 0.030 0.309 -0.414
O -2.41094 0.46161 0.16780 -0.279 0.266 -0.019
N -0.01035 1.14780 0.89175 -0.262 0.205 -0.054
C 0.42577 0.16760 -0.23078 0.070 -0.560 0.561
C -2.01582 -0.62481 -0.17845 0.044 -0.532 -0.172
C 1.85381 -0.27006 0.05823 -0.233 0.173 -0.221
C -0.56311 -1.01360 -0.23026 0.269 0.401 0.017
H -2.71509 -1.41914 -0.46715 -0.208 0.023 0.023
H -0.38398 -1.61225 -1.12688 0.031 0.019 0.041
H 2.51923 0.58781 0.01120 0.061 0.107 0.034
H -0.46245 0.97419 -1.79273 0.011 -0.037 0.084
H 1.93949 -0.75145 1.02731 -0.017 -0.055 0.135
H 2.17570 -0.97035 -0.70732 -0.038 -0.070 -0.059
H -1.06231 1.25331 0.78496 0.626 -0.026 0.126
H 0.45680 2.04874 0.73577 -0.063 -0.243 0.052
H 0.21748 0.80800 1.83018 -0.047 0.068 -0.159
H -0.37764 -1.67976 0.61793 0.006 -0.047 0.023
```
Positions in Å, forces in eV/Å.

Relative energy (zero: lowest compared OMol25 entry of this formula, charge and spin) (kJ/mol): 88.35
Total charge: +1
SMILES: C[C@@]([NH3+])(O)CC=O
HOMO level (eV): -15.1108
Multiplicity: 1

Löwdin population analysis, charges in e, atoms 1 to 8: number 1, O, carries 0.071; number 2, O, carries 0.070; number 3, N, carries 0.251; number 4, C, carries -0.561; number 5, C, carries -0.175; number 6, C, carries 0.017; number 7, C, carries -0.049; number 8, H, carries 0.146


(2)
Formula: C43H48N6O4PS4SiTi
Source: the OMol25 dataset
Level of theory: wB97M-V/def2-TZVPD

XYZ file:
```
108
Properties=species:S:1:pos:R:3:forces:R:3
Ti 0.84668 0.46867 -0.55019 -1.041 -0.524 -0.659
S 0.08723 -1.48224 -1.96652 0.050 -0.110 -0.413
S -3.57469 -0.07849 3.08405 0.218 0.246 0.289
S 0.79363 1.32920 1.83412 0.270 -0.292 0.090
S -1.09390 -1.70970 2.54790 0.163 -0.135 0.064
P -2.78279 -0.75195 -0.83070 -0.952 -0.460 0.077
Si 0.54414 -4.86864 -1.77823 0.188 -0.410 -0.278
O 4.03333 0.66313 1.28458 0.333 0.061 0.114
O 6.32352 0.84408 -2.85185 0.168 0.070 -0.059
O -1.46848 1.64336 -1.46867 -0.446 0.323 -0.117
O 1.80216 0.78624 -2.55018 -0.209 0.311 -0.071
N 1.26070 -1.29935 0.29117 0.515 -1.939 0.729
N 4.08221 0.83371 -2.71654 -0.277 -0.011 -0.443
N 2.94182 0.63433 -0.67182 -0.027 -0.131 -0.065
N -1.42453 1.84939 -0.09986 -0.789 0.310 0.148
N -1.26234 0.41296 4.07363 0.065 0.251 0.135
N 1.02948 2.45483 -0.45098 0.527 2.651 0.436
C 5.76324 2.54194 -0.36299 -0.197 0.105 -0.103
C 1.94563 -1.70067 1.36770 0.136 -0.151 0.313
C -4.31386 -4.25396 1.72403 0.015 -0.117 -0.034
C 1.09685 -3.59150 -0.47645 -0.262 -0.273 -0.229
C 6.18463 -1.31890 -0.19356 0.075 0.179 0.049
C -1.96153 1.62774 4.41303 0.061 0.233 0.090
C 4.07076 0.75909 0.07701 0.060 -0.016 -0.096
C 4.70982 3.53924 -0.82821 0.152 -0.058 0.105
C -4.41820 -2.75707 -4.04571 -0.073 -0.136 -0.055
C -1.86117 -0.45009 3.24102 -0.017 -0.243 0.337
C -2.65495 -3.15833 0.39542 -0.205 -0.043 -0.142
C -4.77574 -2.09449 0.77608 0.136 -0.091 -0.152
C 1.82195 -3.97145 0.64081 -0.073 0.233 -0.017
C 5.34078 0.88778 -2.15375 -0.153 -0.061 0.114
C -3.91249 -2.04282 -5.11728 -0.071 -0.065 -0.114
C -1.22166 -4.64854 -2.45696 0.631 0.047 0.258
C 1.81307 -4.84553 -3.20513 -0.526 0.040 0.506
C -3.52161 -2.08873 0.17943 0.171 0.122 -0.117
C -2.70186 -0.63612 -3.60156 0.004 -0.025 -0.051
C -3.44848 1.31467 4.27820 -0.243 -0.368 -0.183
C 5.38631 1.06503 -0.64886 0.543 -0.053 0.533
C -5.42776 0.33248 -1.22381 -0.018 0.200 -0.036
C -5.16585 -3.17773 1.54419 -0.126 -0.054 0.145
C -4.14993 0.49787 -0.70190 0.424 0.115 0.263
C -3.87327 1.62129 0.09350 -0.609 -0.047 -0.529
C -6.16779 2.31206 -0.08434 -0.138 0.052 0.016
C -3.05553 -4.24843 1.14204 -0.044 -0.092 -0.060
C 0.69677 -6.56766 -0.91681 -0.041 0.595 -0.269
C 1.30937 5.05440 0.47670 -0.052 -0.357 -0.033
C -3.05028 -0.98153 -4.89480 0.014 0.030 -0.091
C 2.26187 -3.02664 1.56685 0.015 0.057 -0.021
C 1.20758 4.78288 -0.89004 -0.019 0.001 -0.023
C -2.51205 1.86116 0.57151 0.613 0.234 -0.292
C 1.09289 3.47523 -1.31209 -0.019 0.193 -0.140
C 0.86575 -2.21359 -0.62611 0.056 0.077 0.175
C -3.22564 -1.33477 -2.51773 0.110 -0.073 0.205
C -4.07773 -2.40843 -2.74946 0.073 0.069 -0.033
C 6.49243 0.16788 -0.05552 -0.141 -0.157 -0.108
C 1.26147 4.00828 1.37531 0.094 0.351 -0.381
C -4.89699 2.51483 0.41160 0.247 -0.054 0.011
C 1.08154 2.71503 0.87792 -0.101 -0.025 0.020
C 2.91017 0.75523 -1.99291 1.062 0.167 -0.159
C -6.43113 1.23296 -0.91574 0.032 -0.030 -0.037
H 6.71968 2.74987 -0.84986 -0.022 -0.101 0.038
H 2.24326 -0.93461 2.07722 -0.025 -0.035 -0.226
H 6.05375 -1.60336 -1.23656 0.008 -0.067 -0.095
H 1.73872 -6.84169 -0.78394 0.248 -0.014 0.040
H 4.57045 3.49651 -1.90715 -0.063 0.055 -0.101
H -6.14469 -3.17430 2.00155 -0.071 -0.037 0.081
H -5.07855 -3.59554 -4.22054 -0.037 -0.043 -0.002
H -2.39776 1.68839 -1.78141 0.270 -0.113 0.061
H 2.82868 -3.32306 2.43474 0.030 0.022 0.094
H -1.49546 -5.48866 -3.08787 0.081 -0.268 -0.120
H -4.62367 -5.09851 2.32087 -0.060 -0.073 0.073
H -3.89146 0.98631 5.21844 0.088 0.066 -0.016
H 4.02243 0.80041 -3.72913 -0.013 0.005 0.210
H -0.25099 0.43102 4.04680 -0.084 -0.093 0.020
H -1.96811 -4.57740 -1.67302 -0.082 -0.033 0.168
H 1.77703 -3.90577 -3.74645 -0.032 0.210 -0.075
H 1.02239 3.22854 -2.36711 0.038 -0.061 0.125
H 7.43423 0.40651 -0.55337 -0.067 0.053 0.005
H 7.00751 -1.90005 0.21728 0.002 -0.135 -0.008
H 1.61587 -5.64749 -3.91071 -0.093 -0.163 -0.124
H -2.64230 -0.43462 -5.73295 0.051 0.048 -0.033
H 2.05371 -5.01394 0.79696 0.035 -0.157 0.064
H -4.02308 2.14978 3.88950 -0.006 0.133 0.043
H 1.21613 5.58579 -1.60878 0.036 0.030 -0.124
H -2.38390 -5.08352 1.28703 0.058 -0.028 0.045
H -5.63169 -0.50349 -1.87651 -0.040 -0.110 0.003
H -1.29454 -3.74639 -3.05514 0.014 0.157 -0.090
H 5.01590 4.54982 -0.56601 -0.040 0.099 -0.026
H -2.36147 2.16174 1.59974 0.117 -0.206 0.149
H -4.18499 -2.32405 -6.12481 0.010 0.011 -0.069
H 6.58648 0.41037 1.00424 -0.018 0.106 -0.077
H 1.40728 6.07664 0.80961 0.047 0.078 0.110
H 5.90072 2.64526 0.71552 0.021 -0.131 -0.031
H -1.65469 -3.10767 -0.01774 -0.014 -0.083 -0.011
H 0.22513 -6.58335 0.06019 -0.152 0.043 0.209
H 0.24082 -7.35084 -1.51153 -0.148 -0.130 -0.213
H -7.42259 1.08946 -1.31559 -0.132 -0.003 -0.054
H -6.95970 3.00105 0.16365 -0.085 0.108 0.038
H -1.64759 2.44869 3.75160 -0.080 -0.113 0.035
H 3.75463 3.34096 -0.34343 -0.096 0.067 0.011
H -4.46943 -2.97419 -1.91578 -0.038 -0.042 0.023
H 5.27934 -1.57152 0.35761 -0.046 -0.093 0.013
H 1.33679 4.15322 2.44215 -0.024 0.006 0.049
H -5.45210 -1.26202 0.65407 -0.034 0.037 -0.011
H -4.68291 3.36960 1.03734 0.007 0.108 0.065
H 2.82357 -4.97954 -2.82774 0.130 -0.008 0.129
H -1.99186 0.16462 -3.44118 0.058 0.059 0.024
H -1.70667 1.90505 5.43707 -0.095 0.115 -0.028
```
Positions in Å, forces in eV/Å.

Relative energy (zero: lowest compared OMol25 entry of this formula, charge and spin) (kJ/mol): 206.83
HOMO level (alpha / beta) (eV): -7.1115 / -7.1661
Multiplicity: 2

Löwdin population analysis, charges in e, atoms 1 to 8: number 1, Ti, carries 0.760; number 2, S, carries 0.719; number 3, S, carries 0.958; number 4, S, carries 0.760; number 5, S, carries 0.757; number 6, P, carries 1.103; number 7, Si, carries 0.578; number 8, O, carries 0.081


(3)
Formula: C2H12O5
Source: the OMol25 dataset
Level of theory: wB97M-V/def2-TZVPD

XYZ file:
```
19
Properties=species:S:1:pos:R:3:forces:R:3
O 2.09341 -0.68740 -1.97482 -0.275 -1.181 1.583
O -1.56875 1.79145 0.44396 -0.616 2.950 -0.035
O 1.08657 -2.43334 0.86422 -0.083 0.450 -0.650
O 1.69013 0.06318 1.59276 -1.235 -1.560 0.284
O -2.58828 -0.97288 1.98021 2.655 -2.437 -0.331
C -0.87685 1.56817 -0.72651 -1.082 -0.780 -1.021
C -1.40020 0.99351 -1.80353 1.707 0.758 -1.124
H 1.38274 -1.30443 -1.63676 1.062 0.942 -0.626
H -1.72801 2.81400 0.47443 0.349 -2.793 0.245
H 0.74527 -1.53037 0.70606 0.218 -0.650 0.389
H 0.12667 1.89515 -0.73520 1.220 0.142 0.139
H 1.20065 0.82210 1.33293 -0.110 1.240 -0.246
H -1.75955 -1.57061 1.73824 -2.680 1.911 0.807
H 2.80012 -0.81391 -1.29355 -0.822 0.228 -0.955
H 2.60762 0.21095 1.66276 1.402 0.868 0.038
H -2.58993 -0.30470 1.30245 0.076 0.557 -0.461
H -2.38839 0.85983 -2.08108 -2.271 -0.534 0.806
H 2.03425 -2.24606 0.91012 -0.262 -0.266 0.183
H -0.86744 0.84537 -2.75671 0.747 0.152 0.973
```
Positions in Å, forces in eV/Å.

Relative energy (zero: lowest compared OMol25 entry of this formula, charge and spin) (kJ/mol): 190.60
SMILES: C=CO.O.O.O.O
HOMO level (eV): -10.1629
Multiplicity: 1

Löwdin population analysis, charges in e, atoms 1 to 8: number 1, O, carries -0.102; number 2, O, carries -0.064; number 3, O, carries -0.084; number 4, O, carries -0.009; number 5, O, carries -0.099; number 6, C, carries -0.291; number 7, C, carries 0.038; number 8, H, carries 0.048


Copy entry 3 word for word.
Formula: C2H12O5
Source: the OMol25 dataset
Level of theory: wB97M-V/def2-TZVPD

XYZ file:
```
19
Properties=species:S:1:pos:R:3:forces:R:3
O 2.09341 -0.68740 -1.97482 -0.275 -1.181 1.583
O -1.56875 1.79145 0.44396 -0.616 2.950 -0.035
O 1.08657 -2.43334 0.86422 -0.083 0.450 -0.650
O 1.69013 0.06318 1.59276 -1.235 -1.560 0.284
O -2.58828 -0.97288 1.98021 2.655 -2.437 -0.331
C -0.87685 1.56817 -0.72651 -1.082 -0.780 -1.021
C -1.40020 0.99351 -1.80353 1.707 0.758 -1.124
H 1.38274 -1.30443 -1.63676 1.062 0.942 -0.626
H -1.72801 2.81400 0.47443 0.349 -2.793 0.245
H 0.74527 -1.53037 0.70606 0.218 -0.650 0.389
H 0.12667 1.89515 -0.73520 1.220 0.142 0.139
H 1.20065 0.82210 1.33293 -0.110 1.240 -0.246
H -1.75955 -1.57061 1.73824 -2.680 1.911 0.807
H 2.80012 -0.81391 -1.29355 -0.822 0.228 -0.955
H 2.60762 0.21095 1.66276 1.402 0.868 0.038
H -2.58993 -0.30470 1.30245 0.076 0.557 -0.461
H -2.38839 0.85983 -2.08108 -2.271 -0.534 0.806
H 2.03425 -2.24606 0.91012 -0.262 -0.266 0.183
H -0.86744 0.84537 -2.75671 0.747 0.152 0.973
```
Positions in Å, forces in eV/Å.

Relative energy (zero: lowest compared OMol25 entry of this formula, charge and spin) (kJ/mol): 190.60
SMILES: C=CO.O.O.O.O
HOMO level (eV): -10.1629
Multiplicity: 1

Löwdin population analysis, charges in e, atoms 1 to 8: number 1, O, carries -0.102; number 2, O, carries -0.064; number 3, O, carries -0.084; number 4, O, carries -0.009; number 5, O, carries -0.099; number 6, C, carries -0.291; number 7, C, carries 0.038; number 8, H, carries 0.048


- Number 3 is which compound?
  C2H12O5